Entry 1:
{"formula": "C2HClI2NOP", "method": "ωB97M-V/def2-TZVPD", "elements": ["N", "C", "C", "Cl", "P", "O", "I", "I", "H"], "coordinates": [[0.3037, -2.7726, 0.3454], [0.2317, -1.6692, 0.6211], [0.1416, -0.2431, 0.8289], [1.7764, 0.3665, 1.2406], [-0.4783, 0.9057, -0.6307], [-1.0082, 2.1407, -0.1252], [1.3972, 1.4739, -1.9985], [-2.0697, -0.2745, -2.0948], [-0.2945, 0.0726, 1.8132]], "atomic_forces_ev_per_a": [[0.1, -1.0, -0.1], [-0.5, 1.0, -0.3], [0.5, 1.2, 0.8], [0.6, 0.0, -0.1], [0.4, -1.9, -0.5], [-1.0, 1.5, 1.2], [0.2, -0.4, -0.2], [0.6, 0.1, 0.6], [-0.9, -0.6, -1.4]], "lumo_energy_ev": -1.48, "total_energy_ha": -1603.766368, "total_charge": 0, "smiles": "N#C[C@@H](Cl)P(=O)(I)I", "orbital_gap_ev": 8.70}

Entry 2:
{"formula": "C22H33N3O2", "method": "ωB97M-V/def2-TZVPD", "elements": ["C", "C", "N", "C", "O", "C", "O", "N", "N", "C", "C", "C", "C", "C", "C", "C", "C", "C", "C", "C", "C", "C", "C", "C", "C", "C", "C", "H", "H", "H", "H", "H", "H", "H", "H", "H", "H", "H", "H", "H", "H", "H", "H", "H", "H", "H", "H", "H", "H", "H", "H", "H", "H", "H", "H", "H", "H", "H", "H", "H"], "coordinates": [[-2.4625, 4.6868, -1.4699], [-2.0974, 4.0581, -0.1239], [-1.7270, 2.6716, -0.3081], [-2.2764, 1.6460, 0.3443], [-3.1683, 1.7050, 1.1745], [-1.6514, 0.3142, -0.0773], [-0.7990, 0.2515, -0.9527], [-2.1851, -0.7007, 0.6185], [-2.0401, -2.0474, 0.4130], [-0.8969, -2.5980, 0.3145], [-0.9326, -4.0493, -0.0651], [-0.5264, -4.2097, -1.5425], [0.0958, -5.5670, -1.8837], [1.4763, -5.8182, -1.2660], [2.5460, -4.8311, -1.7452], [3.7101, -4.6706, -0.7609], [4.3871, -3.2988, -0.8457], [3.5180, -2.0820, -0.4979], [2.9264, -2.0855, 0.9175], [1.5604, -2.7731, 1.0150], [0.4186, -1.8955, 0.5039], [-0.9855, 4.8365, 0.5444], [0.3146, 4.7809, 0.0572], [1.3226, 5.5099, 0.6625], [1.0424, 6.3077, 1.7586], [-0.2505, 6.3699, 2.2489], [-1.2572, 5.6360, 1.6461], [-2.7773, 5.7164, -1.3221], [-3.2738, 4.1333, -1.9363], [-1.6029, 4.6803, -2.1364], [-2.9759, 4.0451, 0.5308], [-1.0009, 2.4311, -0.9724], [-3.0008, -0.4510, 1.1755], [-0.2683, -4.6207, 0.5800], [-1.9478, -4.4188, 0.0791], [0.1677, -3.4151, -1.8135], [-1.4153, -4.0674, -2.1589], [0.1837, -5.6347, -2.9707], [-0.5821, -6.3591, -1.5573], [1.3931, -5.7727, -0.1778], [1.7851, -6.8373, -1.5089], [2.0856, -3.8571, -1.8939], [2.9272, -5.1491, -2.7173], [4.4633, -5.4375, -0.9572], [3.3644, -4.8291, 0.2617], [5.2483, -3.3062, -0.1723], [4.7688, -3.1594, -1.8607], [2.7150, -1.9729, -1.2280], [4.1562, -1.2015, -0.6059], [2.8238, -1.0549, 1.2655], [3.6274, -2.5851, 1.5901], [1.5990, -3.6887, 0.4394], [1.3620, -3.0317, 2.0588], [0.2619, -1.0629, 1.1985], [0.6934, -1.4357, -0.4511], [0.5474, 4.1641, -0.7989], [2.3299, 5.4557, 0.2763], [1.8296, 6.8776, 2.2296], [-0.4757, 6.9885, 3.1050], [-2.2640, 5.6816, 2.0352]], "atomic_forces_ev_per_a": [[-0.1, -0.1, 0.2], [-0.2, 0.2, 0.0], [0.2, 0.0, -0.3], [-0.1, 0.2, 0.1], [-0.1, 0.0, 0.1], [0.2, -0.3, -0.2], [-0.2, 0.0, 0.1], [0.1, 0.5, 0.6], [-0.7, -0.6, -0.3], [0.2, 0.3, 0.1], [0.0, 0.0, -0.1], [0.1, -0.2, 0.1], [0.1, 0.1, 0.1], [-0.1, 0.1, -0.2], [0.0, -0.1, 0.4], [0.1, 0.2, -0.2], [-0.1, -0.1, 0.0], [0.2, 0.0, 0.1], [-0.1, 0.0, -0.2], [0.0, 0.2, 0.1], [0.2, 0.1, -0.1], [-0.1, 0.0, 0.2], [-0.1, 0.0, 0.0], [0.1, 0.0, -0.1], [0.0, 0.1, 0.1], [0.0, 0.1, 0.1], [0.0, -0.1, -0.1], [0.0, 0.1, 0.0], [-0.1, 0.0, -0.1], [0.1, 0.0, -0.1], [0.2, 0.0, -0.1], [-0.1, -0.1, 0.1], [0.3, 0.0, -0.2], [0.1, -0.1, 0.0], [0.0, 0.0, 0.1], [0.0, 0.1, -0.1], [0.0, 0.1, 0.0], [-0.1, -0.1, -0.1], [-0.1, -0.1, -0.1], [0.1, 0.0, 0.1], [0.0, 0.0, 0.1], [0.0, 0.1, -0.1], [0.0, 0.1, -0.1], [0.0, 0.0, 0.1], [0.0, -0.1, 0.1], [0.1, 0.1, 0.0], [0.1, 0.0, 0.0], [0.0, 0.1, -0.1], [-0.1, 0.0, -0.1], [0.0, 0.0, 0.1], [0.0, 0.0, 0.1], [0.0, -0.2, 0.0], [0.0, -0.2, 0.0], [0.0, 0.0, -0.1], [0.0, 0.0, 0.1], [0.0, -0.1, -0.1], [0.1, 0.0, 0.0], [0.1, 0.0, 0.0], [0.0, 0.0, 0.1], [-0.1, 0.0, 0.0]], "lumo_energy_ev": 0.75, "total_energy_ha": -1172.877198, "total_charge": 0, "smiles": "C[C@@H](NC(=O)C(=O)NN=C1CCCCCCCCCCC1)c1ccccc1", "orbital_gap_ev": 9.73}

Entry 3:
{"formula": "C28H34N7O2Tl", "method": "ωB97M-V/def2-TZVPD", "elements": ["Tl", "N", "C", "N", "C", "N", "N", "C", "C", "C", "C", "C", "C", "N", "C", "C", "C", "C", "C", "C", "H", "H", "H", "H", "H", "H", "H", "H", "H", "H", "H", "N", "C", "C", "C", "C", "N", "H", "H", "H", "H", "H", "H", "H", "H", "H", "H", "H", "H", "C", "C", "C", "C", "C", "C", "C", "C", "C", "C", "O", "O", "H", "H", "H", "H", "H", "H", "H", "H", "H", "H", "H"], "coordinates": [[0.1160, 1.4645, -0.1631], [0.6619, 0.8794, 5.0261], [0.8773, 1.3869, 3.8161], [0.0749, 1.2789, 2.7955], [-1.1389, 0.6450, 3.0003], [-2.1097, 0.6785, 2.1393], [-1.8834, 1.3891, 1.0012], [-2.9063, 1.8255, 0.3904], [-2.6934, 2.7504, -0.7304], [-3.7627, 3.3648, -1.3631], [-3.5045, 4.3637, -2.2908], [-2.1894, 4.7312, -2.5298], [-1.1769, 4.0501, -1.8738], [-1.4196, 3.0622, -1.0148], [-1.3683, -0.0819, 4.2429], [-2.4891, -0.8939, 4.4487], [-2.6668, -1.5181, 5.6629], [-1.7405, -1.3379, 6.6936], [-0.6279, -0.5422, 6.5137], [-0.4513, 0.0755, 5.2808], [1.3240, 1.0598, 5.7665], [1.8052, 1.9374, 3.7025], [-3.9065, 1.6306, 0.7625], [-4.7737, 3.0763, -1.1112], [-4.3178, 4.8625, -2.7987], [-1.9411, 5.5300, -3.2134], [-0.1399, 4.3187, -2.0317], [-3.2020, -1.0141, 3.6461], [-3.5297, -2.1483, 5.8246], [-1.8941, -1.8284, 7.6447], [0.0918, -0.4027, 7.3094], [2.2321, 1.5172, 0.6117], [3.3125, 1.2106, -0.3704], [3.7568, 2.4875, -1.0946], [3.5348, 2.4287, -2.6113], [2.1583, 2.9426, -2.9999], [1.0520, 2.0992, -2.4792], [2.4636, 2.3912, 1.0763], [2.1614, 0.7967, 1.3261], [2.9079, 0.4794, -1.0637], [4.1446, 0.7354, 0.1498], [4.7943, 2.7081, -0.8505], [3.1749, 3.3360, -0.7164], [3.6665, 1.4048, -2.9706], [4.2719, 3.0322, -3.1399], [2.0733, 3.0221, -4.0860], [2.0273, 3.9466, -2.5884], [1.1986, 1.1213, -2.7239], [0.2042, 2.3787, -2.9619], [0.1431, -6.6291, -2.7731], [0.1101, -5.2146, -2.2752], [-0.5797, -4.2289, -2.9700], [-0.6191, -2.9147, -2.5241], [-1.3439, -1.8581, -3.3124], [0.0432, -2.6048, -1.3389], [0.7443, -3.5677, -0.6111], [1.4312, -3.2072, 0.6775], [0.7636, -4.8651, -1.0961], [0.0464, -1.1980, -0.8574], [-0.7644, -0.7795, 0.0012], [0.8967, -0.3586, -1.3217], [-0.0403, -6.6737, -3.8453], [-0.6210, -7.2332, -2.2807], [1.1083, -7.0910, -2.5693], [-1.1003, -4.4901, -3.8835], [-2.1544, -2.2944, -3.8935], [-0.6692, -1.3637, -4.0156], [-1.7798, -1.0964, -2.6621], [2.0748, -2.3313, 0.5509], [2.0579, -4.0245, 1.0282], [0.7027, -2.9803, 1.4590], [1.2975, -5.6273, -0.5410]], "atomic_forces_ev_per_a": [[-0.2, -0.5, -0.2], [0.0, 0.1, 0.0], [0.0, 0.0, 0.1], [0.0, 0.1, -0.2], [0.0, -0.1, -0.1], [-0.1, 0.0, -0.1], [0.0, 0.1, 0.6], [0.1, 0.2, -0.1], [-0.1, 0.0, 0.0], [0.1, 0.0, 0.0], [0.0, 0.0, 0.0], [0.0, 0.0, 0.0], [0.0, 0.2, -0.1], [-0.1, 0.1, -0.1], [0.0, 0.0, 0.0], [0.0, 0.0, 0.0], [0.0, 0.0, 0.0], [0.1, 0.0, 0.0], [-0.1, 0.0, 0.0], [0.0, 0.0, 0.0], [0.0, 0.0, 0.0], [0.0, 0.0, 0.0], [0.0, -0.1, 0.0], [0.0, 0.0, 0.0], [0.0, 0.0, 0.0], [0.0, 0.0, 0.0], [0.0, 0.0, 0.0], [0.0, 0.0, 0.0], [0.0, 0.0, 0.0], [0.0, 0.0, 0.0], [0.0, 0.0, 0.0], [0.1, 0.1, 0.2], [0.0, 0.1, -0.2], [-0.1, -0.1, -0.1], [-0.1, 0.0, 0.1], [0.0, 0.0, -0.1], [0.0, 0.0, 0.1], [-0.1, 0.0, 0.2], [0.1, 0.0, 0.1], [0.0, 0.0, 0.0], [0.0, 0.1, 0.1], [0.0, -0.1, -0.1], [0.1, 0.1, 0.1], [0.0, 0.0, -0.1], [0.0, 0.1, 0.1], [0.1, 0.0, 0.0], [0.0, 0.0, -0.1], [0.1, 0.0, -0.1], [0.0, -0.1, -0.1], [0.0, -0.1, 0.0], [0.0, 0.1, 0.0], [0.0, 0.0, 0.0], [0.0, 0.0, 0.1], [0.0, 0.0, -0.1], [0.2, -0.1, -0.1], [-0.1, 0.0, 0.0], [0.1, 0.0, 0.0], [0.0, 0.0, 0.0], [-0.1, 0.3, 0.2], [0.1, -0.1, 0.0], [0.1, -0.1, -0.2], [0.0, 0.0, 0.0], [0.0, 0.0, 0.0], [0.0, 0.0, 0.0], [0.0, 0.0, 0.0], [0.0, 0.0, 0.0], [0.0, 0.0, 0.0], [0.0, 0.0, 0.0], [0.0, 0.0, 0.0], [0.0, 0.0, 0.0], [0.0, 0.0, 0.0], [0.0, 0.0, 0.0]], "lumo_energy_ev": -6.52, "total_energy_ha": -1793.138593, "total_charge": 2, "orbital_gap_ev": 6.37}

Entry 4:
{"formula": "C56H44N4P3SY", "method": "ωB97M-V/def2-TZVPD", "elements": ["Y", "C", "C", "C", "C", "C", "C", "P", "C", "C", "C", "C", "C", "C", "C", "C", "C", "C", "C", "C", "H", "H", "H", "H", "H", "H", "H", "H", "H", "H", "H", "H", "H", "H", "C", "C", "P", "C", "C", "C", "C", "C", "C", "C", "C", "C", "C", "C", "C", "P", "C", "C", "C", "C", "C", "C", "C", "C", "C", "C", "C", "C", "H", "H", "H", "H", "H", "H", "H", "H", "H", "H", "H", "H", "H", "H", "H", "H", "H", "H", "H", "H", "H", "H", "H", "H", "S", "N", "C", "C", "C", "C", "C", "N", "C", "C", "N", "C", "C", "C", "C", "C", "N", "H", "H", "H", "H", "H", "H"], "coordinates": [[0.7082, 0.5077, 0.0314], [-1.5017, -3.4383, -3.1655], [-0.2892, -2.7606, -3.1805], [-0.2429, -1.4281, -2.7882], [-1.4112, -0.7636, -2.3921], [-2.6120, -1.4631, -2.3418], [-2.6560, -2.7943, -2.7328], [-1.2709, 0.9984, -1.9851], [-1.1172, 1.8771, -3.5693], [-0.8421, 1.2195, -4.7634], [-0.6610, 1.9461, -5.9362], [-0.7600, 3.3293, -5.9238], [-1.0566, 3.9904, -4.7359], [-1.2339, 3.2692, -3.5656], [-2.8696, 1.5741, -1.3226], [-3.9562, 1.8081, -2.1740], [-5.1329, 2.3251, -1.6662], [-5.2319, 2.6299, -0.3106], [-4.1627, 2.4024, 0.5371], [-2.9697, 1.8702, 0.0431], [-1.5458, -4.4713, -3.4844], [0.6106, -3.2628, -3.5111], [0.6966, -0.8834, -2.8526], [-3.5191, -0.9629, -2.0212], [-3.5966, -3.3283, -2.7085], [-0.7761, 0.1401, -4.7952], [-0.4588, 1.4244, -6.8624], [-0.6295, 3.8910, -6.8391], [-1.1671, 5.0669, -4.7257], [-1.5084, 3.7995, -2.6580], [-3.8740, 1.5956, -3.2347], [-5.9732, 2.4995, -2.3247], [-6.1502, 3.0450, 0.0839], [-4.2577, 2.6290, 1.5953], [0.9287, 0.9754, 2.2572], [1.3492, -0.4384, 2.6555], [0.1567, -1.4135, 3.7156], [-0.5320, -2.6722, 2.5673], [-1.2652, -3.6928, 3.1859], [-1.8628, -4.7000, 2.4474], [-1.7577, -4.7114, 1.0602], [-1.0519, -3.7071, 0.4253], [-0.4495, -2.7052, 1.1800], [1.4040, -2.4415, 4.5795], [1.8112, -2.0128, 5.8423], [2.8108, -2.6924, 6.5301], [3.4008, -3.8139, 5.9657], [2.9912, -4.2565, 4.7146], [1.9998, -3.5731, 4.0235], [-1.5006, 1.5077, 1.1330], [-0.8727, 3.2040, 1.4220], [-0.6855, 3.8592, 2.6345], [-0.1106, 5.1223, 2.6735], [0.3122, 5.7491, 1.5091], [0.1393, 5.1093, 0.2921], [-0.4558, 3.8540, 0.2534], [-2.3415, 0.7154, 2.5346], [-2.9681, -0.4819, 2.1753], [-3.6683, -1.2199, 3.1148], [-3.7586, -0.7647, 4.4243], [-3.1491, 0.4277, 4.7840], [-2.4381, 1.1635, 3.8454], [1.8558, 1.5503, 2.0027], [0.4738, 1.5296, 3.0665], [2.2919, -0.4616, 3.2050], [1.5678, -1.0399, 1.7379], [-1.3597, -3.6968, 4.2661], [-2.4141, -5.4811, 2.9541], [-2.2230, -5.5010, 0.4847], [-0.9579, -3.6952, -0.6498], [0.0963, -1.9515, 0.6163], [1.3375, -1.1499, 6.2957], [3.1168, -2.3543, 7.5109], [4.1695, -4.3508, 6.5055], [3.4366, -5.1440, 4.2822], [1.6737, -3.9404, 3.0568], [-0.9767, 3.4044, 3.5663], [0.0097, 5.6187, 3.6271], [0.7615, 6.7319, 1.5517], [0.4447, 5.5945, -0.6266], [-0.6564, 3.3977, -0.7114], [-2.9159, -0.8401, 1.1492], [-4.1402, -2.1486, 2.8253], [-4.3081, -1.3359, 5.1602], [-3.2227, 0.7891, 5.8007], [-1.9648, 2.0765, 4.1625], [6.1126, -1.0874, -5.5791], [5.8503, -1.8559, -4.1907], [4.9686, -1.1318, -3.5167], [4.4558, -1.4378, -2.1909], [4.9291, -2.5135, -1.4389], [4.4310, -2.7020, -0.1789], [3.4367, -1.8446, 0.2826], [2.9464, -0.8316, -0.4241], [3.4828, -0.6034, -1.6465], [3.0640, 0.6202, -2.3628], [2.1720, 1.4317, -1.7524], [1.8506, 2.5809, -2.3454], [2.3522, 2.9778, -3.5768], [3.2242, 2.1381, -4.2244], [3.5969, 0.9426, -3.6082], [4.5490, 0.0221, -4.2068], [5.1155, 0.1613, -5.3966], [5.6902, -3.1601, -1.8570], [4.7860, -3.5009, 0.4561], [3.0283, -2.0046, 1.2661], [1.1607, 3.2207, -1.8148], [2.0427, 3.9198, -4.0063], [3.6410, 2.3849, -5.1928]], "atomic_forces_ev_per_a": [[1.1, -0.4, 0.0], [-0.1, 0.1, 0.0], [0.0, 0.1, 0.0], [0.0, -0.1, 0.0], [0.0, 0.0, 0.0], [-0.2, -0.1, 0.0], [0.1, 0.0, 0.0], [-0.2, 0.2, 0.1], [0.0, -0.1, -0.1], [0.1, 0.1, -0.1], [0.0, 0.0, 0.1], [0.0, 0.0, 0.1], [0.0, -0.1, 0.0], [0.0, 0.1, 0.0], [0.1, 0.0, 0.0], [0.1, 0.0, 0.0], [0.0, 0.0, 0.1], [0.0, 0.0, 0.0], [0.2, -0.1, 0.1], [0.2, -0.1, 0.0], [0.0, 0.0, 0.0], [0.0, 0.0, 0.0], [0.0, 0.0, 0.0], [0.0, 0.0, 0.0], [0.0, 0.0, 0.0], [0.0, 0.0, 0.0], [0.0, 0.0, 0.0], [0.0, 0.0, 0.0], [0.0, 0.0, 0.0], [0.0, 0.0, 0.0], [0.0, 0.0, 0.0], [0.0, 0.0, 0.0], [0.0, 0.0, 0.0], [0.0, 0.0, -0.1], [0.7, 0.1, -0.1], [-0.1, -0.1, -0.5], [0.1, 0.1, 0.0], [-0.1, 0.0, -0.1], [0.0, 0.0, -0.1], [0.0, 0.0, 0.0], [0.0, 0.0, 0.0], [0.0, 0.1, 0.1], [-0.1, 0.0, 0.1], [0.0, 0.0, 0.0], [0.1, -0.1, 0.0], [-0.1, 0.0, -0.1], [0.0, 0.0, 0.0], [0.0, 0.0, 0.0], [0.1, 0.0, 0.0], [-1.5, 0.6, 0.0], [0.0, 0.0, -0.2], [0.1, 0.1, 0.1], [0.0, 0.0, 0.0], [0.0, 0.0, 0.0], [0.0, -0.1, 0.0], [0.0, 0.0, 0.0], [0.0, 0.0, -0.1], [0.0, 0.0, 0.0], [0.0, 0.1, 0.0], [0.0, 0.0, 0.0], [0.0, 0.0, 0.0], [0.0, 0.0, 0.1], [-0.1, 0.0, 0.1], [-0.2, -0.1, 0.1], [0.1, 0.0, 0.0], [-0.1, 0.0, 0.4], [0.0, 0.0, 0.0], [0.0, 0.0, 0.0], [0.0, 0.0, 0.0], [0.0, 0.0, 0.0], [0.2, 0.1, 0.0], [0.0, 0.0, 0.0], [0.0, 0.0, 0.0], [0.0, 0.0, 0.0], [0.0, 0.0, 0.0], [0.0, 0.0, 0.0], [0.0, 0.1, 0.0], [0.0, 0.0, 0.0], [0.0, 0.0, 0.0], [0.0, 0.0, 0.0], [0.0, 0.0, 0.0], [0.0, 0.0, 0.1], [0.0, 0.0, 0.0], [0.0, 0.0, 0.0], [0.0, 0.0, 0.0], [-0.1, 0.0, 0.0], [-0.1, -0.1, 0.0], [0.1, 0.1, 0.1], [0.0, -0.1, 0.1], [0.1, 0.0, -0.3], [0.1, -0.1, -0.1], [0.0, -0.1, 0.2], [0.0, -0.1, -0.1], [-0.3, 0.0, -0.1], [-0.1, 0.3, 0.0], [-0.1, -0.2, 0.2], [-0.1, 0.2, 0.1], [0.1, -0.1, 0.0], [0.0, 0.0, 0.0], [0.0, 0.0, -0.1], [0.2, -0.1, -0.2], [-0.1, 0.1, 0.0], [0.0, 0.1, 0.1], [0.0, 0.0, 0.0], [0.0, 0.0, 0.0], [0.0, 0.0, 0.1], [-0.1, 0.0, 0.0], [0.0, 0.0, 0.0], [0.0, 0.0, 0.0]], "lumo_energy_ev": -5.69, "total_energy_ha": -3839.609831, "total_charge": 2, "orbital_gap_ev": 6.76}

Calculated energy relative to the best compared isomer or geometry (same formula, charge and spin) (kcal per mole), listed in the same order as above: 0.0 34.5 25.5 21.9